Entry 1:
The following is a DFT calculation (ωB97M-V with the def2-TZVPD basis set) of a 3-piece molecular cluster, C41H37F2NO11S overall at a distorted geometry.

- 2S+1 = 1
- HOMO energy (eV) = -9.87
- SMILES = CCCCC[C@@]1(N(C(=O)F)C(=O)F)OS(=O)(=O)O[C@@H]1CCCCO.O=C1c2ccccc2C(=O)c2ccccc21.O=C1c2ccccc2C(=O)c2ccccc21
- electronic energy (eV) = -83400.2039

Geometry as XYZ:
```
93
Properties=species:S:1:pos:R:3:lowdin_charge:R:1
C 0.276 -2.554 -0.393 -0.094
C 1.116 -3.241 -1.497 -0.229
C 1.921 -2.278 -2.387 -0.205
C 2.859 -1.347 -1.609 -0.161
C 3.168 -0.009 -2.315 -0.074
C 2.152 1.117 -2.129 -0.330
N 2.214 1.865 -0.840 0.164
C 3.059 1.255 0.153 -0.512
O 2.599 0.757 1.112 0.220
F 4.365 1.233 -0.048 0.165
C 2.414 3.259 -1.022 -0.489
O 1.605 4.039 -1.353 0.232
F 3.669 3.629 -0.743 0.154
O 2.445 2.045 -3.213 -0.127
S 1.583 1.747 -4.520 0.613
O 0.821 2.888 -4.883 -0.200
O 2.385 1.157 -5.531 -0.206
O 0.694 0.600 -3.868 -0.145
C 0.698 0.747 -2.424 -0.215
C -0.391 1.775 -2.073 -0.120
C -1.745 1.066 -2.071 -0.194
C -2.895 1.948 -1.577 -0.161
C -4.109 1.078 -1.212 -0.275
O -4.250 1.006 0.201 -0.060
H -0.788 -2.717 -0.566 0.068
H 0.453 -1.486 -0.297 0.047
H 0.481 -3.019 0.570 0.072
H 0.431 -3.778 -2.150 0.102
H 1.823 -3.919 -1.022 0.103
H 2.548 -2.913 -3.017 0.115
H 1.258 -1.754 -3.075 0.101
H 3.814 -1.865 -1.518 0.124
H 2.515 -1.181 -0.588 0.094
H 3.182 -0.212 -3.386 0.127
H 4.171 0.328 -2.075 0.127
H 0.344 -0.184 -1.995 0.129
H -0.214 2.270 -1.123 0.119
H -0.449 2.556 -2.829 0.117
H -1.709 0.190 -1.413 0.116
H -1.950 0.679 -3.072 0.128
H -2.557 2.441 -0.666 0.118
H -3.183 2.661 -2.347 0.116
H -3.938 0.073 -1.605 0.104
H -4.996 1.515 -1.680 0.108
H -4.650 0.156 0.410 0.079
C 9.760 3.259 6.543 -0.057
C 9.056 3.767 7.630 -0.057
C 7.695 4.002 7.528 -0.002
C 7.034 3.740 6.335 -0.082
C 7.745 3.249 5.238 -0.082
C 9.107 3.001 5.350 -0.002
C 7.067 3.001 3.934 -0.275
O 7.682 2.570 2.982 0.109
C 5.612 3.306 3.832 -0.075
C 4.971 3.134 2.612 0.012
C 3.617 3.399 2.503 -0.054
C 2.895 3.832 3.610 -0.037
C 3.531 4.010 4.826 0.003
C 4.892 3.756 4.940 -0.080
C 5.566 3.983 6.250 -0.276
O 4.939 4.359 7.218 0.108
H 10.821 3.068 6.628 0.107
H 9.570 3.978 8.558 0.107
H 7.141 4.392 8.370 0.120
H 9.649 2.611 4.500 0.120
H 5.538 2.797 1.756 0.116
H 3.115 3.281 1.563 0.072
H 1.836 4.034 3.520 0.113
H 2.977 4.349 5.690 0.122
C -5.592 -6.815 0.098 -0.056
C -6.680 -7.510 -0.419 -0.054
C -7.585 -6.870 -1.247 -0.001
C -7.413 -5.527 -1.556 -0.081
C -6.332 -4.823 -1.020 -0.083
C -5.418 -5.474 -0.201 -0.003
C -6.151 -3.372 -1.300 -0.273
O -5.209 -2.757 -0.840 0.094
C -7.163 -2.693 -2.156 -0.082
C -7.039 -1.331 -2.384 0.000
C -7.959 -0.675 -3.183 -0.050
C -9.004 -1.384 -3.765 -0.052
C -9.135 -2.744 -3.538 0.001
C -8.221 -3.403 -2.726 -0.081
C -8.391 -4.860 -2.463 -0.276
O -9.300 -5.484 -2.968 0.110
H -4.881 -7.320 0.739 0.108
H -6.819 -8.555 -0.174 0.108
H -8.430 -7.407 -1.656 0.121
H -4.577 -4.927 0.201 0.119
H -6.223 -0.786 -1.932 0.097
H -7.862 0.389 -3.355 0.108
H -9.720 -0.873 -4.396 0.108
H -9.948 -3.300 -3.985 0.121
```



Entry 2:
The following is a DFT calculation (ωB97M-V with the def2-TZVPD basis set) of C3H9N3OS as an isolated structure at a distorted geometry.

- energy relative to the best compared isomer or geometry (same formula, charge and spin) (kcal per mole) = 156.0
- 2S+1 = 1
- HOMO energy (eV) = -8.06
- electronic energy (eV) = -20603.3563

Geometry as XYZ:
```
17
Properties=species:S:1:pos:R:3:lowdin_charge:R:1
C -0.989 -1.839 -2.243 -0.145
C 0.181 0.488 -0.064 -0.468
C -0.106 0.485 2.257 -0.140
H -1.396 -3.044 -2.089 0.130
H 0.150 -1.941 -2.286 0.070
H -1.459 -1.662 -3.298 0.075
H -1.286 -1.173 -0.247 0.150
H 1.074 2.032 -0.831 0.038
H 2.457 2.531 1.596 -0.030
H 0.749 1.571 2.190 0.099
H -1.424 0.814 2.463 0.156
H 0.209 -0.236 3.263 0.121
N -1.285 -0.754 -1.282 -0.157
N -0.338 0.144 -1.171 -0.011
N 1.039 1.642 0.048 -0.431
O -0.126 -0.385 1.034 -0.191
S 2.549 1.329 0.662 0.732
```



Entry 3:
The following is a DFT calculation (ωB97M-V with the def2-TZVPD basis set) of a 2-piece molecular cluster, C6H10O overall at a distorted geometry.

- energy relative to the best compared isomer or geometry (same formula, charge and spin) (kcal per mole) = 73.0
- 2S+1 = 1
- HOMO energy (eV) = -8.86
- SMILES = C=CC(=C)C=C.O
- electronic energy (eV) = -8428.0764

Geometry as XYZ:
```
17
Properties=species:S:1:pos:R:3:lowdin_charge:R:1
C -0.578 0.409 1.758 -0.176
C -0.437 1.710 1.858 0.025
C 1.510 -1.060 1.825 0.037
C 0.416 -0.573 1.281 -0.360
C 0.128 -0.974 -0.139 -0.164
C -1.032 -0.891 -0.796 0.012
H -1.331 -0.006 2.453 0.121
H -1.112 2.255 2.470 0.046
H 0.366 2.333 1.532 0.061
H 2.091 -1.800 1.165 0.079
H 1.771 -1.137 2.910 0.080
H 1.158 -1.494 -0.512 0.136
H -1.077 -1.582 -1.673 0.076
H -1.752 -0.290 -0.340 0.030
H -0.542 0.369 -4.755 0.094
H 0.163 1.805 -4.598 -0.040
O 0.259 0.926 -4.441 -0.057
```



Entry 4:
The following is a DFT calculation (ωB97M-V with the def2-TZVPD basis set) of an isolated molecule of C5H10N2O.

- energy relative to the best compared isomer or geometry (same formula, charge and spin) (kcal per mole) = 116.3
- 2S+1 = 1
- HOMO energy (alpha / beta) (eV) = -7.51 / -7.51
- electronic energy (eV) = -10370.2629

Geometry as XYZ:
```
18
Properties=species:S:1:pos:R:3:lowdin_charge:R:1
C 0.781 1.244 -1.353 0.010
C -1.530 -1.436 -0.283 -0.008
C 0.577 0.112 -0.397 -0.434
C -0.742 -0.266 0.210 -0.293
N -1.407 0.722 0.853 0.167
C 1.410 -0.412 0.695 -0.502
O 1.345 -1.093 -0.589 0.021
N 2.425 -0.153 1.470 0.065
H -0.876 1.509 1.196 0.123
H -2.218 0.484 1.404 0.117
H 2.521 0.851 1.616 0.012
H 0.397 -0.988 1.243 0.182
H 1.843 1.474 -1.427 0.093
H 0.249 2.139 -1.020 0.078
H 0.414 0.984 -2.349 0.088
H -2.235 -1.797 0.468 0.089
H -0.854 -2.239 -0.564 0.091
H -2.100 -1.133 -1.171 0.102
```



Entry 5:
The following is a DFT calculation (ωB97M-V with the def2-TZVPD basis set) of a 2-piece molecular cluster, CH4BrP overall at a distorted geometry.

- energy relative to the best compared isomer or geometry (same formula, charge and spin) (kcal per mole) = 76.5
- 2S+1 = 1
- HOMO energy (alpha / beta) (eV) = -8.68 / -8.90
- electronic energy (eV) = -80429.9674

Geometry as XYZ:
```
7
Properties=species:S:1:pos:R:3:lowdin_charge:R:1
C 0.091 -1.924 -0.782 0.100
P -0.813 2.922 0.892 0.251
Br 0.498 1.765 2.209 0.049
H 0.464 -2.474 -1.584 -0.040
H -0.242 -0.902 -0.837 -0.024
H -0.144 -2.417 0.117 -0.036
H 0.145 3.030 -0.016 -0.300
```



Entry 6:
The following is a DFT calculation (ωB97M-V with the def2-TZVPD basis set) of C29H30BrN5O4Ru as an isolated structure.

- energy relative to the best compared isomer or geometry (same formula, charge and spin) (kcal per mole) = 53.4
- 2S+1 = 6
- net charge = -1
- HOMO energy (alpha / beta) (eV) = -2.25 / -5.09
- electronic energy (eV) = -118822.7184
- ⟨S²⟩ = 8.858

Geometry as XYZ:
```
70
Properties=species:S:1:pos:R:3:lowdin_charge:R:1
Ru -1.497 -0.218 -0.033 1.466
C -3.173 -2.853 2.641 -0.031
C -2.446 -2.522 1.365 -0.463
O -2.895 -1.450 0.728 -0.235
C -1.399 -3.293 0.939 -0.054
C -0.567 -3.057 -0.183 -0.326
C 0.331 -4.119 -0.716 -0.060
N -0.571 -1.859 -0.815 -0.130
N 0.095 -1.788 -1.979 0.056
C 0.165 -0.615 -2.544 -0.305
O -0.576 0.454 -1.910 -0.125
C 0.785 -0.403 -3.824 -0.183
C 0.613 0.747 -4.628 -0.033
C 1.266 0.873 -5.848 -0.103
C 2.109 -0.123 -6.326 -0.127
C 2.275 -1.273 -5.552 -0.110
C 1.635 -1.419 -4.335 -0.049
H -3.974 -2.134 2.802 0.078
H -2.492 -2.805 3.496 0.076
H -3.603 -3.859 2.606 0.076
H -1.190 -4.190 1.514 0.107
H 0.278 -5.007 -0.086 0.070
H 1.369 -3.770 -0.776 0.063
H 0.048 -4.384 -1.741 0.076
H -0.047 1.540 -4.319 0.098
H 1.104 1.771 -6.435 0.095
H 2.612 -0.015 -7.279 0.084
H 2.921 -2.073 -5.905 0.094
H 1.773 -2.317 -3.745 0.099
C 2.632 -1.007 -0.156 -0.095
N 1.924 0.250 -0.260 -0.252
C 2.149 1.081 0.915 -0.085
C 2.288 0.985 -1.452 -0.160
C 1.270 2.047 -1.778 -0.148
C 1.672 3.369 -1.951 -0.031
C 0.767 4.384 -2.218 -0.086
C -0.587 4.083 -2.310 -0.076
C -1.003 2.766 -2.181 -0.030
C -0.075 1.776 -1.943 -0.246
H 3.730 -0.874 -0.155 0.088
H 2.358 -1.654 -0.991 0.061
H 2.348 -1.507 0.773 0.091
H 3.212 1.371 1.010 0.088
H 1.841 0.555 1.811 0.075
H 1.560 1.996 0.859 0.088
H 2.383 0.315 -2.307 0.113
H 3.269 1.465 -1.302 0.122
H 2.726 3.598 -1.837 0.112
H 1.113 5.404 -2.330 0.097
H -1.317 4.862 -2.502 0.101
H -2.043 2.486 -2.269 0.119
C -3.491 3.069 1.907 -0.021
C -2.567 1.906 1.691 -0.504
N -2.339 1.398 0.570 -0.052
H -3.432 3.446 2.927 0.073
H -4.514 2.749 1.703 0.080
H -3.241 3.864 1.203 0.073
Br 1.304 -2.927 6.265 0.666
C 0.228 -1.399 5.894 -0.703
C -0.236 -0.648 6.966 -0.240
N -1.005 0.457 6.753 0.031
C -1.307 0.793 5.514 -0.108
C -0.877 0.067 4.358 -0.147
C -0.062 -1.079 4.594 -0.091
C -1.201 0.390 3.035 -0.407
O -2.029 1.509 2.897 0.036
O -0.775 -0.277 2.050 -0.114
H -0.001 -0.919 7.987 0.075
H -1.919 1.680 5.385 0.103
H 0.299 -1.669 3.762 0.101
```